Entry 1:
C5H6OSi | ωB97M-V/def2-TZVPD

Summary:
net charge	0
gap between HOMO and LUMO	9.52	eV
ΔE to the lowest compared entry with this formula, charge and spin	296.5	kJ/mol
highest occupied orbital energy	-9.1	eV

Element x y z (Å)
C: -2.429 -2.431 -0.655
C: -0.797 2.327 -0.808
C: -1.809 -1.601 -0.044
C: -0.752 1.294 -0.191
C: 2.869 0.297 0.086
O: 2.913 -0.842 0.591
Si: -1.170 -0.245 0.983
H: -2.783 -3.285 -1.190
H: -0.736 3.287 -1.384
H: 3.702 0.957 0.433
H: 2.090 0.652 -0.719
H: 0.844 -0.456 0.854
H: -1.941 0.045 2.044

Atom charges from the Löwdin analysis, given in e for atoms 1 to 8:
1. C 0.04
2. C -0.03
3. C -0.30
4. C -0.32
5. C -0.15
6. O -0.10
7. Si 0.65
8. H 0.03



Entry 2:
C5H6P2S | ωB97M-V/def2-TZVPD

Summary:
net charge	0
gap between HOMO and LUMO (alpha / beta)	6.51 / 6.66	eV
highest occupied orbital energy (alpha / beta)	-7.4 / -7.5	eV

Element x y z (Å)
C: 0.533 -0.665 -1.850
C: 0.383 0.503 -1.134
C: 1.083 -1.628 -1.052
C: 0.732 0.553 0.229
C: 0.561 1.549 1.134
P: -1.854 -0.761 1.505
P: -2.121 1.226 1.582
S: 1.395 -1.075 0.592
H: 0.250 -0.700 -2.915
H: -0.167 1.237 -1.542
H: 1.160 -2.711 -1.147
H: 0.547 1.273 2.129
H: 0.595 2.611 0.977
H: -3.096 -1.412 1.493

Atom charges from the Löwdin analysis, given in e for atoms 1 to 8:
1. C -0.19
2. C -0.18
3. C -0.40
4. C -0.69
5. C -0.15
6. P 0.30
7. P 0.31
8. S 0.92



Entry 3:
C5H6S | ωB97M-V/def2-TZVPD

Summary:
net charge	0
gap between HOMO and LUMO	6.00	eV
ΔE to the lowest compared entry with this formula, charge and spin	576.1	kJ/mol
highest occupied orbital energy	-7.9	eV

Element x y z (Å)
C: -1.226 -1.242 0.125
C: -0.630 -0.043 -0.124
C: -2.106 -0.203 -0.152
C: 1.803 0.048 -0.229
C: 0.493 0.668 -0.287
S: -3.584 0.362 -0.427
H: -1.005 -2.227 0.405
H: 2.372 0.621 0.479
H: 2.098 -0.122 -1.254
H: 1.586 -0.959 0.240
H: 0.480 1.806 -0.342
H: -0.281 1.290 1.567

Atom charges from the Löwdin analysis, given in e for atoms 1 to 8:
1. C 0.03
2. C -0.31
3. C -0.81
4. C -0.09
5. C -0.16
6. S 0.60
7. H 0.09
8. H 0.08



Entry 4:
C5H6S2 | ωB97M-V/def2-TZVPD

Summary:
net charge	0
gap between HOMO and LUMO	9.12	eV
ΔE to the lowest compared entry with this formula, charge and spin	114.3	kJ/mol
highest occupied orbital energy	-8.4	eV

Element x y z (Å)
C: -1.505 1.159 0.020
C: -0.761 0.244 1.045
C: -0.724 0.318 -1.040
C: 0.721 0.802 -0.705
C: 0.693 0.688 0.801
H: -1.322 2.207 0.083
H: -2.562 0.995 -0.089
H: -1.157 0.109 2.025
H: -0.951 0.361 -2.068
H: 1.069 1.729 -1.187
H: 1.165 1.448 1.407
S: -1.072 -1.233 -0.037
S: 1.898 -0.399 -0.019

Atom charges from the Löwdin analysis, given in e for atoms 1 to 8:
1. C -0.20
2. C -0.49
3. C -0.48
4. C -0.55
5. C -0.55
6. H 0.10
7. H 0.09
8. H 0.09



Entry 5:
C5H6S3 | ωB97M-V/def2-TZVPD

Summary:
net charge	0
gap between HOMO and LUMO	8.09	eV
ΔE to the lowest compared entry with this formula, charge and spin	358.4	kJ/mol
highest occupied orbital energy	-8.6	eV

Element x y z (Å)
C: 0.359 0.216 -1.130
C: -0.404 0.756 0.090
C: -1.222 -0.400 1.001
C: 1.069 -0.555 0.145
C: 0.772 0.750 0.831
H: 0.084 -1.497 -2.649
H: 0.823 1.026 -1.683
H: -0.809 1.880 0.231
H: -2.336 -0.475 0.540
H: -1.422 -0.037 1.935
H: 2.230 -0.833 0.088
S: -0.768 -0.706 -2.188
S: -0.100 -1.739 0.990
S: 1.723 1.614 1.799

Atom charges from the Löwdin analysis, given in e for atoms 1 to 8:
1. C -0.54
2. C -0.41
3. C -0.46
4. C -0.49
5. C -0.94
6. H -0.19
7. H 0.11
8. H 0.19



Entry 6:
C5H7B | ωB97M-V/def2-TZVPD

Summary:
net charge	0
gap between HOMO and LUMO (alpha / beta)	7.71 / 6.80	eV
ΔE to the lowest compared entry with this formula, charge and spin	441.2	kJ/mol
highest occupied orbital energy (alpha / beta)	-8.0 / -7.5	eV

Element x y z (Å)
B: 2.120 -0.555 0.978
C: 1.204 0.614 0.462
C: -0.187 0.984 0.228
C: 1.954 -0.456 -0.520
C: -1.568 -0.967 0.605
C: -1.361 0.338 0.280
H: 1.762 1.612 0.463
H: -0.255 1.993 0.055
H: 2.761 -0.018 -1.058
H: 1.187 -1.180 -1.019
H: -0.804 -1.729 0.850
H: -2.657 -1.356 0.430
H: -2.227 0.800 0.000

Atom charges from the Löwdin analysis, given in e for atoms 1 to 8:
1. B 0.02
2. C -0.25
3. C -0.11
4. C -0.07
5. C 0.03
6. C -0.22
7. H 0.13
8. H 0.07



Entry 7:
C5H7BO | ωB97M-V/def2-TZVPD

Summary:
net charge	0
gap between HOMO and LUMO	8.85	eV
ΔE to the lowest compared entry with this formula, charge and spin	161.5	kJ/mol
highest occupied orbital energy	-8.3	eV

Element x y z (Å)
B: 0.245 1.395 0.986
C: -1.086 -1.047 -1.345
C: 0.333 -1.056 -1.655
C: -1.263 -0.365 -0.170
C: 0.992 -0.495 -0.678
C: 0.077 -0.002 0.331
O: 1.444 1.600 1.469
H: -0.534 2.167 0.741
H: -1.882 -1.349 -2.133
H: 0.557 -1.510 -2.592
H: -2.232 -0.385 0.451
H: 2.053 -0.717 -0.464
H: 0.345 -0.912 1.342
H: 1.771 2.358 1.909

Atom charges from the Löwdin analysis, given in e for atoms 1 to 8:
1. B -0.35
2. C -0.10
3. C -0.12
4. C -0.11
5. C -0.13
6. C -0.29
7. O 0.17
8. H 0.08



Entry 8:
C5H7BrClNO2 | ωB97M-V/def2-TZVPD

Summary:
net charge	0
gap between HOMO and LUMO (alpha / beta)	6.89 / 6.90	eV
ΔE to the lowest compared entry with this formula, charge and spin	326.6	kJ/mol
highest occupied orbital energy (alpha / beta)	-7.5 / -7.5	eV

Element x y z (Å)
C: 1.204 -0.428 -0.010
C: 1.824 0.649 -0.534
C: -1.401 1.242 -0.212
C: -2.770 1.747 -0.724
C: 1.401 -2.551 0.951
N: -0.053 -0.830 -0.360
O: -1.089 0.046 -0.551
O: 1.856 -1.192 0.906
Cl: 3.371 1.239 0.009
Br: -0.400 2.305 1.011
H: 1.306 1.407 -1.151
H: -3.258 0.819 -1.138
H: -2.685 2.441 -1.605
H: -3.285 2.097 0.214
H: 2.192 -3.067 1.494
H: 1.321 -3.151 0.073
H: 0.463 -2.772 1.625

Atom charges from the Löwdin analysis, given in e for atoms 1 to 8:
1. C -0.54
2. C -0.57
3. C -0.69
4. C -0.07
5. C -0.10
6. N 0.08
7. O -0.07
8. O -0.09



Entry 9:
C5H7BrI2 | ωB97M-V/def2-TZVPD

Summary:
net charge	0
gap between HOMO and LUMO (alpha / beta)	7.61 / 7.03	eV
ΔE to the lowest compared entry with this formula, charge and spin	20.6	kJ/mol
highest occupied orbital energy (alpha / beta)	-8.0 / -7.8	eV

Element x y z (Å)
C: -0.977 -1.154 0.414
C: -2.006 -0.151 0.285
C: -0.728 -0.033 -0.545
C: 0.090 1.088 -0.232
C: 2.420 0.180 -0.139
Br: 2.633 0.031 1.726
I: 0.201 2.828 -1.369
I: 2.284 -1.516 -1.374
H: -0.588 -1.201 1.472
H: -1.222 -2.181 0.012
H: -2.998 -0.198 -0.201
H: -1.914 0.613 1.146
H: -0.894 -0.303 -1.556
H: 0.316 1.367 0.721
H: 3.382 0.629 -0.362

Atom charges from the Löwdin analysis, given in e for atoms 1 to 8:
1. C -0.17
2. C -0.13
3. C -0.46
4. C -0.67
5. C -1.20
6. Br 0.54
7. I 0.84
8. I 0.73



Entry 10:
C5H7BrIN2 | ωB97M-V/def2-TZVPD

Summary:
net charge	+1
gap between HOMO and LUMO (alpha / beta)	6.99 / 7.73	eV
ΔE to the lowest compared entry with this formula, charge and spin	568.7	kJ/mol
highest occupied orbital energy (alpha / beta)	-12.2 / -12.3	eV

Element x y z (Å)
C: -1.551 0.253 -1.389
C: -0.462 0.987 -1.401
C: -1.287 -1.104 0.668
C: -2.252 -0.380 -0.201
C: 0.362 0.557 1.016
N: -0.121 -0.612 1.056
N: 1.878 0.424 1.248
Br: -3.445 0.892 0.743
I: -0.220 2.652 1.397
H: -2.086 0.079 -2.298
H: 0.314 1.537 -1.948
H: -1.333 -2.137 0.791
H: -2.813 -1.182 -0.739
H: 2.025 -0.457 0.828
H: 2.034 0.408 2.174
H: 2.217 1.285 0.720

Atom charges from the Löwdin analysis, given in e for atoms 1 to 8:
1. C -0.22
2. C 0.10
3. C -0.11
4. C -0.67
5. C -0.70
6. N 0.02
7. N 0.20
8. Br 0.68



Entry 11:
C5H7BrO | ωB97M-V/def2-TZVPD

Summary:
net charge	0
gap between HOMO and LUMO (alpha / beta)	8.12 / 6.82	eV
ΔE to the lowest compared entry with this formula, charge and spin	300.8	kJ/mol
highest occupied orbital energy (alpha / beta)	-8.6 / -7.9	eV

Element x y z (Å)
C: 0.318 0.396 -0.339
C: -0.122 0.018 -1.834
C: 1.098 -0.508 -1.247
C: -0.399 -0.300 0.700
C: -0.638 0.407 1.981
O: 0.860 1.547 -0.135
Br: -1.266 -1.970 0.683
H: -0.854 -0.722 -2.008
H: -0.176 0.994 -2.256
H: 1.052 -1.492 -0.847
H: 2.075 -0.186 -1.504
H: -0.075 1.334 1.893
H: -0.147 -0.204 2.855
H: -1.724 0.684 2.058

Atom charges from the Löwdin analysis, given in e for atoms 1 to 8:
1. C -0.67
2. C 0.03
3. C -0.06
4. C -0.60
5. C -0.14
6. O -0.04
7. Br 0.80
8. H 0.08



Entry 12:
C5H7BrO | ωB97M-V/def2-TZVPD

Summary:
net charge	0
gap between HOMO and LUMO (alpha / beta)	8.38 / 8.38	eV
ΔE to the lowest compared entry with this formula, charge and spin	479.8	kJ/mol
highest occupied orbital energy (alpha / beta)	-8.4 / -8.4	eV

Element x y z (Å)
C: 1.513 -0.677 1.441
C: -2.141 -0.762 -0.606
C: 0.870 0.091 0.559
C: -0.921 -1.253 -0.448
C: 0.876 1.375 -0.228
O: -0.388 1.991 -0.220
Br: -0.146 -2.887 -0.741
H: 2.482 -0.519 1.873
H: 1.047 -1.659 1.634
H: -3.037 -1.321 -0.856
H: -2.262 0.271 -0.451
H: 1.506 2.144 0.348
H: 1.368 0.942 -1.226
H: -0.766 2.265 -1.078

Atom charges from the Löwdin analysis, given in e for atoms 1 to 8:
1. C -0.02
2. C -0.11
3. C -0.07
4. C -0.67
5. C -0.30
6. O -0.09
7. Br 0.70
8. H 0.05



Entry 13:
C5H7BrS | ωB97M-V/def2-TZVPD

Summary:
net charge	0
gap between HOMO and LUMO	9.52	eV
SMILES string	C=C(Br)C/C=C\S
ΔE to the lowest compared entry with this formula, charge and spin	107.9	kJ/mol
highest occupied orbital energy	-8.8	eV

Element x y z (Å)
C: -1.393 1.142 -0.131
C: -0.431 1.185 0.747
Br: -0.482 2.589 2.086
C: 0.826 0.297 0.785
C: 0.448 -1.083 0.367
C: 0.177 -1.653 -0.812
S: 0.556 -0.958 -2.420
H: -2.035 1.920 -0.111
H: -1.673 0.187 -0.765
H: 1.247 0.280 1.793
H: 1.546 0.746 0.163
H: 0.035 -1.704 1.232
H: -0.287 -2.682 -0.979
H: 1.467 -0.266 -1.955

Atom charges from the Löwdin analysis, given in e for atoms 1 to 8:
1. C -0.05
2. C -0.71
3. Br 0.68
4. C -0.24
5. C -0.22
6. C -0.51
7. S 0.76
8. H 0.01



Entry 14:
C5H7Cl | ωB97M-V/def2-TZVPD

Summary:
net charge	0
gap between HOMO and LUMO (alpha / beta)	8.27 / 7.91	eV
ΔE to the lowest compared entry with this formula, charge and spin	543.0	kJ/mol
highest occupied orbital energy (alpha / beta)	-8.6 / -8.5	eV

Element x y z (Å)
C: -0.364 1.082 0.442
C: -0.418 2.242 -0.123
C: 0.254 -0.374 -0.012
C: 1.391 -1.080 0.435
C: -1.077 -1.250 -0.199
Cl: 3.101 -0.467 0.132
H: 0.390 2.595 -0.863
H: -1.076 3.049 0.376
H: 0.553 0.180 -1.016
H: 1.466 -1.740 1.298
H: -0.804 -2.249 -0.591
H: -1.945 -0.704 -0.818
H: -1.471 -1.285 0.940

Atom charges from the Löwdin analysis, given in e for atoms 1 to 8:
1. C -0.03
2. C -0.09
3. C -0.49
4. C -0.45
5. C -0.09
6. Cl 0.49
7. H 0.09
8. H 0.08



Entry 15:
C5H7Cl | ωB97M-V/def2-TZVPD

Summary:
net charge	0
gap between HOMO and LUMO	10.02	eV
SMILES string	C=C/C=C(/C)Cl
ΔE to the lowest compared entry with this formula, charge and spin	86.9	kJ/mol
highest occupied orbital energy	-9.1	eV

Element x y z (Å)
C: 1.104 2.138 0.334
C: -0.110 1.628 0.522
C: -0.323 0.199 0.575
C: -0.205 -0.677 -0.430
C: -0.609 -2.195 -0.437
Cl: 0.623 -0.147 -1.923
H: 1.982 1.487 0.161
H: 1.273 3.202 0.431
H: -0.983 2.248 0.651
H: -0.685 -0.191 1.522
H: 0.278 -2.739 -0.769
H: -0.916 -2.573 0.552
H: -1.430 -2.381 -1.188

Atom charges from the Löwdin analysis, given in e for atoms 1 to 8:
1. C -0.01
2. C -0.22
3. C -0.19
4. C -0.64
5. C -0.11
6. Cl 0.61
7. H 0.07
8. H 0.05



Entry 16:
C5H7Cl2N | ωB97M-V/def2-TZVPD

Summary:
net charge	0
gap between HOMO and LUMO	10.41	eV
ΔE to the lowest compared entry with this formula, charge and spin	139.8	kJ/mol
highest occupied orbital energy	-9.9	eV

Element x y z (Å)
C: 0.754 -0.798 -1.244
C: -0.062 1.852 -0.680
C: -0.286 -1.812 0.790
C: -0.215 -0.735 -0.190
C: 0.149 1.052 0.676
N: 1.575 -0.900 -2.026
Cl: -1.591 -1.599 2.065
Cl: 1.800 1.124 1.170
H: 0.742 1.412 -1.334
H: 0.054 2.881 -0.420
H: -1.099 1.623 -0.994
H: 0.604 -2.097 1.138
H: -0.642 -2.708 0.318
H: -1.150 -0.453 -0.729
H: -0.633 1.157 1.460

Atom charges from the Löwdin analysis, given in e for atoms 1 to 8:
1. C -0.29
2. C -0.15
3. C -0.53
4. C -0.30
5. C -0.63
6. N 0.18
7. Cl 0.54
8. Cl 0.65



Entry 17:
C5H7Cl2NO2 | ωB97M-V/def2-TZVPD

Summary:
<S²>	2.01
net charge	0
gap between HOMO and LUMO (alpha / beta)	6.49 / 7.71	eV
ΔE to the lowest compared entry with this formula, charge and spin	0.0	kJ/mol
highest occupied orbital energy (alpha / beta)	-6.0 / -10.7	eV
multiplicity	3

Element x y z (Å)
C: 1.455 -1.323 -0.811
C: -0.495 -0.306 -1.497
C: -0.111 0.169 0.239
C: -1.248 -0.161 1.172
C: 0.306 1.623 0.251
N: 0.986 -0.744 0.337
O: 2.425 -2.003 -0.918
O: 0.631 -1.012 -1.857
Cl: -1.944 -1.295 -1.565
Cl: 1.974 -0.770 1.738
H: -0.633 0.586 -2.106
H: -0.978 0.141 2.184
H: -1.455 -1.228 1.168
H: -2.147 0.373 0.871
H: 1.058 1.823 -0.509
H: 0.730 1.864 1.225
H: -0.556 2.261 0.079

Atom charges from the Löwdin analysis, given in e for atoms 1 to 8:
1. C -0.57
2. C -0.59
3. C -0.49
4. C -0.08
5. C -0.03
6. N -0.37
7. O 0.16
8. O 0.01



Entry 18:
C5H7Cl3 | ωB97M-V/def2-TZVPD

Summary:
net charge	0
gap between HOMO and LUMO (alpha / beta)	7.66 / 7.77	eV
ΔE to the lowest compared entry with this formula, charge and spin	356.6	kJ/mol
highest occupied orbital energy (alpha / beta)	-8.0 / -7.9	eV

Element x y z (Å)
C: -2.150 0.095 0.440
C: -1.244 1.103 0.631
C: 1.793 -1.010 -1.040
C: -0.378 1.626 -0.319
C: 1.015 -0.960 0.275
Cl: -1.273 1.772 2.291
Cl: 1.917 -0.602 1.780
Cl: -0.432 -1.720 0.555
H: -2.834 -0.305 1.155
H: -2.295 -0.164 -0.533
H: 2.002 -0.054 -1.363
H: 2.700 -1.598 -0.968
H: 1.070 -1.644 -1.587
H: -0.342 1.147 -1.243
H: 0.452 2.314 -0.073

Atom charges from the Löwdin analysis, given in e for atoms 1 to 8:
1. C -0.17
2. C -0.84
3. C -0.15
4. C -0.01
5. C -1.13
6. Cl 0.59
7. Cl 0.54
8. Cl 0.78



| no. | energy (eV) |
| --- | --- |
| 1 | -15199.989 |
| 2 | -34691.011 |
| 3 | -16110.567 |
| 4 | -26950.740 |
| 5 | -37784.078 |
| 6 | -5968.493 |
| 7 | -8020.643 |
| 8 | -93442.455 |
| 9 | -91537.592 |
| 10 | -86409.344 |
| 11 | -77384.398 |
| 12 | -77382.543 |
| 13 | -86173.985 |
| 14 | -17814.850 |
| 15 | -17819.578 |
| 16 | -31831.303 |
| 17 | -35923.747 |
| 18 | -42861.683 |